A cluster of 12 separate species, C5H30O12 in total, computed with ωB97M-V with the def2-TZVPD basis set.

Results
charge = 0
E_HOMO = -9.48 eV
SMILES = C=CCCC=O.O.O.O.O.O.O.O.O.O.O.O
energy above the lowest of the compared OMol25 structures with the same formula, charge and spin = 151.3 kJ/mol

Element x y z (Å)
C  0.211  -1.579  3.334
C  0.300  -0.320  2.961
C  1.258  0.720  3.528
C  1.520  1.702  2.317
C  1.306  1.220  0.936
O  0.336  1.559  0.283
H  -0.661  -2.136  2.916
H  0.839  -2.136  3.989
H  -0.439  0.163  2.316
H  2.254  0.589  3.983
H  0.757  1.249  4.313
H  2.569  2.125  2.421
H  1.121  2.703  2.418
H  2.147  0.632  0.421
O  -3.885  -1.326  0.531
H  -3.361  -0.595  0.862
H  -4.829  -1.240  0.676
O  -0.937  -0.209  -3.492
H  -1.104  0.216  -4.344
H  -1.504  0.331  -2.925
O  -3.481  3.015  0.018
H  -2.550  3.020  -0.314
H  -3.635  2.117  -0.333
O  -1.770  2.185  -1.747
H  -1.905  2.804  -2.472
H  -1.005  2.453  -1.223
O  3.692  0.011  -0.809
H  3.035  0.301  -1.460
H  4.565  0.230  -1.144
O  1.706  -0.065  -2.682
H  1.330  -0.903  -3.023
H  0.922  0.502  -2.731
O  0.728  -2.453  -3.554
H  0.041  -2.623  -2.882
H  0.163  -2.145  -4.270
O  3.126  -1.198  2.090
H  3.560  -2.050  1.900
H  3.419  -0.706  1.306
O  -0.947  4.377  0.496
H  -0.282  3.701  0.331
H  -1.514  4.062  1.208
O  -0.068  -4.183  0.989
H  0.435  -3.998  0.177
H  -0.807  -3.578  0.856
O  -1.971  -3.133  -2.654
H  -2.483  -2.656  -1.992
H  -2.202  -2.755  -3.525

A cluster of 10 separate species, C5H31N2O10 in total, computed with ωB97M-V with the def2-TZVPD basis set.

Results
multiplicity = 2
charge = +2
E_HOMO (spin up / spin down) = -16.30 / -16.30 eV
energy above the lowest of the compared OMol25 structures with the same formula, charge and spin = 368.8 kJ/mol

Element x y z (Å)
O  3.716  2.446  -0.602
C  2.953  2.395  0.253
C  1.718  1.462  0.231
C  0.392  2.461  0.232
C  -1.006  1.826  -0.024
C  -1.431  0.722  0.845
N  -1.752  -0.591  0.050
N  1.790  0.387  -0.747
H  2.877  3.035  1.118
H  1.630  1.026  1.217
H  0.511  3.359  -0.487
H  0.487  2.842  1.343
H  -1.830  2.646  -0.237
H  -1.241  1.508  -1.082
H  -2.334  0.992  1.512
H  -0.806  0.402  1.833
H  -2.551  -0.445  -0.560
H  -1.011  -0.713  -0.534
H  1.679  -0.555  -0.423
H  1.026  0.461  -1.407
H  2.723  0.518  -1.174
H  2.621  -1.974  1.246
H  1.059  -2.275  1.051
O  1.860  -1.625  0.868
H  -2.216  -2.198  1.529
H  -2.847  -3.603  0.835
O  -2.443  -3.196  1.607
H  2.523  -0.724  4.114
H  1.616  -0.803  3.013
O  1.806  -0.177  3.640
H  2.161  -2.344  -1.010
H  2.449  -2.599  -2.443
O  2.015  -2.049  -1.862
H  -1.542  1.391  3.731
H  -0.032  0.823  3.862
O  -0.604  1.473  3.376
H  -0.834  0.076  -2.752
H  0.343  -0.981  -3.178
O  -0.115  -0.437  -2.536
H  0.518  -4.234  0.603
H  -0.836  -3.554  1.172
O  0.166  -3.615  1.190
H  -1.660  2.614  -3.945
H  -1.821  1.384  -3.203
O  -1.199  1.813  -3.880
H  -3.252  0.009  -3.495
H  -4.036  0.299  -2.251
O  -3.238  0.326  -2.637

A cluster of 11 separate species, C5H31N2O11 in total, computed with ωB97M-V with the def2-TZVPD basis set.

Results
charge = +1
E_HOMO = -11.82 eV
energy above the lowest of the compared OMol25 structures with the same formula, charge and spin = 318.8 kJ/mol

Element x y z (Å)
O  0.769  2.572  0.278
C  0.072  1.635  0.426
C  0.280  0.267  -0.268
C  0.451  -0.941  0.695
C  -0.589  -2.030  0.518
C  -1.391  -2.209  1.617
N  -0.694  -2.740  -0.672
N  1.577  0.320  -1.145
H  -0.754  1.654  1.176
H  -0.467  -0.085  -1.077
H  1.428  -1.354  0.639
H  0.351  -0.549  1.672
H  -1.278  -1.579  2.481
H  -2.159  -3.083  1.555
H  -1.071  -2.147  -1.477
H  -1.291  -3.577  -0.523
H  1.828  -0.669  -1.034
H  2.409  0.710  -0.686
H  1.455  0.787  -1.974
H  0.794  3.101  2.143
H  1.197  4.207  2.923
O  0.592  3.396  2.967
H  4.701  -2.520  0.995
H  3.796  -2.918  -0.010
O  4.393  -2.143  0.124
H  1.712  -2.999  -0.216
H  1.909  -4.186  -0.988
O  2.260  -3.805  -0.155
H  1.838  0.763  -4.231
H  2.929  -0.100  -3.874
O  2.196  0.359  -3.426
H  -2.166  2.862  3.481
H  -2.476  1.698  4.445
O  -2.614  1.984  3.530
H  -3.970  0.369  -0.092
H  -5.116  0.129  -0.967
O  -4.198  0.220  -1.002
H  -3.130  0.197  -2.238
H  -2.808  0.626  -3.646
O  -2.416  0.288  -2.831
H  -3.287  1.290  2.417
H  -4.357  0.232  2.335
O  -4.009  0.896  1.749
H  3.779  -0.668  0.474
H  3.867  0.521  1.508
O  3.314  0.098  0.902
H  -0.804  1.174  -2.303
H  -0.107  1.030  -3.611
O  -0.005  1.362  -2.692

A cluster of 10 separate species, C5H31N3O9 in total, computed with ωB97M-V with the def2-TZVPD basis set.

Results
charge = 0
E_HOMO = -9.34 eV
SMILES = [H]/N=C/NCCCCN.O.O.O.O.O.O.O.O.O
energy above the lowest of the compared OMol25 structures with the same formula, charge and spin = 30.9 kJ/mol

Element x y z (Å)
H  2.049  -0.604  4.053
N  1.645  -0.457  3.202
C  1.954  0.593  2.495
N  1.171  0.839  1.372
C  1.751  1.525  0.217
C  0.736  2.543  -0.366
C  -0.646  1.964  -0.702
C  -0.616  0.787  -1.688
N  -0.306  1.257  -3.063
H  2.697  1.323  2.731
H  0.460  0.107  1.166
H  2.039  0.738  -0.560
H  2.653  2.084  0.499
H  1.208  3.032  -1.245
H  0.596  3.345  0.372
H  -1.322  2.815  -1.121
H  -1.175  1.678  0.252
H  -1.633  0.351  -1.724
H  0.088  -0.029  -1.350
H  -0.290  0.528  -3.749
H  0.576  1.711  -3.090
O  1.192  -1.933  -2.261
H  1.011  -1.131  -2.678
H  1.962  -1.796  -1.760
O  -3.074  -0.318  1.211
H  -3.112  -0.813  0.399
H  -3.940  -0.616  1.655
O  1.831  -2.934  1.223
H  1.634  -2.248  1.835
H  1.100  -3.223  0.714
O  -1.532  2.029  2.666
H  -2.104  1.460  2.250
H  -0.649  1.703  2.484
O  -0.622  -1.222  1.771
H  -0.226  -1.161  2.677
H  -1.569  -0.912  1.734
O  -2.302  3.488  -3.433
H  -3.077  2.988  -3.494
H  -1.598  2.788  -3.354
O  -2.727  -1.781  -1.004
H  -1.867  -2.264  -0.788
H  -3.266  -2.385  -1.434
O  -0.383  -2.883  -0.304
H  -0.456  -2.305  0.399
H  0.146  -2.502  -1.079
O  3.209  -1.521  -0.558
H  2.690  -2.036  0.154
H  3.981  -1.965  -0.737

> What is the energy above the lowest of the compared OMol25 structures with the same formula, charge and spin in the fourth record?

30.9 kJ/mol

> What is the formula in the second record?

C5H31N2O10

> Which of these has the highest energy above the lowest of the compared OMol25 structures with the same formula, charge and spin?

C5H31N2O10